1.
# C47H54CuO8P3

A molecular structure, C47H54CuO8P3 (ωB97M-V/def2-TZVPD, the OMol25 dataset).

```
113
Properties=species:S:1:pos:R:3:forces:R:3:lowdin_spin:R:1
Cu 0.282231 0.013209 0.302520 0.51 -0.04 -0.11 0.0727
O -0.137904 -2.834380 1.971263 -0.09 0.01 -0.05 -0.0006
C -0.734618 -2.494425 0.954602 0.10 -0.10 0.00 0.0002
O -1.245128 -1.353063 0.701533 0.35 0.31 0.01 0.0011
C -0.933820 -3.579885 -0.108504 0.27 -0.12 -0.16 0.0000
C -1.157503 -4.860104 0.400049 -0.01 -0.04 -0.11 0.0000
C -1.318146 -5.956353 -0.427207 -0.05 -0.02 0.08 0.0000
C -1.205579 -5.804927 -1.801749 0.01 0.05 -0.06 0.0000
C -0.955644 -4.549115 -2.322565 -0.10 0.05 0.05 0.0000
C -0.851219 -3.419094 -1.501816 -0.12 0.00 0.10 -0.0001
P -0.500294 -1.898262 -2.460721 0.43 -0.05 0.10 -0.0001
C -1.580563 -1.919803 -3.938195 0.00 0.21 0.01 0.0000
C -2.659687 -1.034744 -3.902916 0.08 0.06 -0.06 0.0000
C -3.438450 -0.819156 -5.030425 -0.02 -0.05 -0.05 0.0000
C -3.148310 -1.487433 -6.212000 0.00 -0.01 0.03 0.0000
C -2.086033 -2.379729 -6.254938 0.00 -0.03 -0.05 0.0000
C -1.303149 -2.589958 -5.128409 -0.12 -0.13 0.07 0.0000
C 1.171736 -2.251041 -3.086425 0.02 -0.05 0.05 0.0004
C 2.060454 -2.969138 -2.285412 -0.05 0.09 -0.05 0.0009
C 3.352544 -3.216629 -2.722952 0.04 -0.04 -0.02 0.0003
C 3.765963 -2.759767 -3.966032 0.02 0.10 0.05 0.0001
C 2.904811 -2.000447 -4.746695 -0.03 -0.01 -0.05 0.0002
C 1.616790 -1.736568 -4.303480 0.02 0.02 0.08 0.0000
H -1.193531 -4.965075 1.475772 0.01 0.01 0.00 0.0000
H -1.519599 -6.934213 -0.003941 0.02 0.03 0.01 0.0000
H -1.307919 -6.656584 -2.462273 0.02 -0.01 -0.01 0.0000
H -0.842413 -4.434887 -3.394024 -0.04 -0.08 0.05 0.0000
H -2.856435 -0.485179 -2.993521 0.02 0.07 0.07 0.0000
H -4.264798 -0.118382 -4.991275 0.03 -0.03 0.03 0.0000
H -3.740190 -1.306937 -7.101509 -0.01 -0.02 0.02 0.0000
H -1.853942 -2.901390 -7.176244 0.00 0.01 0.03 0.0000
H -0.466642 -3.275005 -5.184896 0.04 0.05 -0.03 0.0000
H 1.745672 -3.317070 -1.309181 0.01 -0.05 -0.02 0.0004
H 4.041377 -3.767983 -2.094024 -0.05 0.04 0.01 0.0000
H 4.771943 -2.966063 -4.310631 -0.01 0.03 0.01 0.0000
H 3.234488 -1.616118 -5.705225 0.01 0.02 0.06 0.0000
H 0.955513 -1.121244 -4.901736 0.01 -0.03 -0.03 0.0000
C -4.947408 -3.611979 2.505916 0.03 -0.02 -0.09 0.0000
C -4.165504 -2.349682 2.182852 -0.03 0.02 0.28 0.0000
C -3.195776 -1.994208 3.298528 -0.04 0.04 0.00 0.0000
O -3.418927 -2.561515 0.991236 -0.68 -0.29 -0.26 0.0001
P -3.422478 -1.614176 -0.342108 -0.35 0.16 0.05 0.0000
O -0.590341 -0.559215 -1.829512 -0.30 0.10 -0.16 -0.0008
C -3.654133 0.110562 0.361983 0.42 -0.25 -0.07 0.0000
P -2.576727 1.497473 0.036451 -0.53 0.38 0.42 0.0003
O -1.190757 1.511659 0.520116 0.02 -0.01 -0.26 0.0011
O -3.308953 2.689392 0.850668 0.04 0.00 -0.10 0.0002
C -4.654501 3.104711 0.593035 -0.10 0.06 -0.02 0.0001
C -4.639745 4.590804 0.279251 0.06 -0.05 -0.01 0.0000
C -5.503178 2.794166 1.813065 0.04 -0.07 0.01 0.0000
O -2.857382 1.852864 -1.487681 0.37 -0.06 -0.17 0.0000
C -2.173372 2.992437 -2.095757 -0.04 0.07 -0.11 0.0000
C -0.817097 2.612718 -2.653966 -0.05 -0.22 0.10 0.0000
C -3.110891 3.504075 -3.171308 -0.08 -0.05 0.05 0.0000
O -5.106948 -1.658210 -0.690041 0.25 -0.12 0.07 0.0000
C -5.616824 -2.910734 -1.149331 0.01 -0.06 -0.16 0.0000
C -5.282912 -3.169067 -2.616166 0.10 0.12 0.16 0.0000
C -7.115409 -2.899469 -0.915535 -0.01 0.07 0.00 0.0000
H -5.458191 -3.495078 3.463489 0.00 -0.04 0.01 0.0000
H -4.265128 -4.462997 2.569382 -0.02 0.03 0.02 0.0000
H -5.694259 -3.821104 1.738386 0.02 0.00 -0.01 0.0000
H -4.882337 -1.536865 2.036967 -0.05 0.06 -0.09 0.0000
H -2.493340 -2.816341 3.447701 0.04 0.07 0.00 0.0000
H -3.744248 -1.815214 4.226285 0.01 0.00 0.03 0.0000
H -2.609177 -1.107306 3.050781 0.01 -0.10 -0.01 0.0000
H -3.586477 0.037298 1.448887 -0.08 -0.02 0.02 0.0000
H -4.661849 0.405562 0.076941 -0.08 0.08 0.08 0.0000
H -5.048384 2.565372 -0.274084 0.04 -0.03 -0.03 0.0000
H -4.261327 5.144276 1.141345 -0.03 0.01 -0.04 0.0000
H -5.648157 4.937972 0.042758 0.04 0.02 0.03 0.0000
H -3.989058 4.795169 -0.572197 -0.05 0.02 0.02 0.0000
H -5.122914 3.348446 2.673694 -0.02 -0.03 -0.01 0.0000
H -5.468632 1.728280 2.046901 -0.02 0.06 -0.01 0.0000
H -6.542633 3.080005 1.637073 0.03 0.00 0.02 0.0000
H -2.035698 3.756824 -1.326381 -0.06 -0.03 0.10 0.0000
H -0.926775 1.864718 -3.441985 0.02 0.02 0.01 0.0000
H -0.177462 2.192134 -1.880259 0.02 -0.03 0.02 -0.0001
H -0.339477 3.507633 -3.063201 -0.04 -0.06 0.00 0.0000
H -3.237073 2.735546 -3.938418 0.00 0.05 0.01 0.0000
H -2.694928 4.400647 -3.634681 -0.01 -0.03 -0.01 0.0000
H -4.092831 3.742910 -2.755875 0.05 0.01 -0.03 0.0000
H -5.172152 -3.722415 -0.563382 0.04 0.02 0.12 0.0000
H -5.712442 -2.389028 -3.249220 0.00 -0.01 0.00 0.0000
H -5.681958 -4.139456 -2.923061 0.02 0.04 -0.01 0.0000
H -4.200348 -3.174376 -2.760050 -0.05 -0.02 -0.06 0.0000
H -7.571793 -2.107032 -1.515697 -0.01 -0.04 0.04 0.0000
H -7.343149 -2.708908 0.134809 0.01 -0.01 -0.02 0.0000
H -7.554866 -3.856327 -1.205802 -0.01 0.02 0.01 0.0000
C 2.160683 0.122789 0.147679 -0.07 -0.05 0.01 0.2402
C 3.396332 0.150941 0.039126 -0.05 -0.01 0.05 0.0794
C 4.783354 0.172306 0.028201 -0.09 -0.03 0.09 0.2681
C 5.487229 0.149922 1.318878 0.04 0.03 -0.02 0.0160
C 6.741438 0.754626 1.507846 -0.05 -0.05 -0.03 0.0473
C 7.364310 0.749063 2.746366 -0.02 -0.01 -0.01 -0.0036
C 6.758164 0.141323 3.838877 0.00 0.03 -0.04 0.0553
C 5.501942 -0.432571 3.677463 -0.02 0.00 -0.01 -0.0033
C 4.871802 -0.419625 2.444831 -0.01 -0.08 -0.03 0.0470
C 5.498950 0.270718 -1.243441 0.11 0.04 -0.02 0.0188
C 6.789506 -0.255655 -1.430906 -0.08 0.04 0.03 0.0490
C 7.465751 -0.095731 -2.629763 -0.03 0.02 -0.01 -0.0033
C 6.880200 0.595968 -3.685099 0.02 -0.07 0.06 0.0575
C 5.587223 1.082461 -3.531399 -0.10 -0.04 -0.03 -0.0029
C 4.899199 0.903788 -2.343099 -0.04 0.06 -0.01 0.0482
H 7.213435 1.262460 0.676809 0.03 -0.03 -0.01 0.0016
H 8.325572 1.236504 2.862777 0.00 -0.01 -0.01 -0.0017
H 7.251501 0.129382 4.803131 -0.02 0.00 0.00 0.0040
H 5.005285 -0.893358 4.523553 0.00 0.00 -0.02 -0.0016
H 3.886692 -0.854948 2.323111 0.02 0.02 0.02 0.0026
H 7.251244 -0.811661 -0.624929 0.03 0.04 0.02 0.0016
H 8.459870 -0.513383 -2.740389 0.00 0.00 0.00 -0.0017
H 7.418626 0.739555 -4.613848 -0.01 0.00 0.00 0.0043
H 5.105847 1.609869 -4.347723 0.01 -0.03 0.00 -0.0016
H 3.884588 1.270849 -2.231063 0.06 0.00 0.01 0.0025
```
Forces are in eV/Å.

Output
HOMO level (alpha / beta): -3.1 / -4.4 eV
Largest force on an atom: 0.79 eV/A
Spin multiplicity: 2
HOMO-LUMO gap (alpha / beta): 5.43 / 6.74 eV
Electronic energy: -138507.5562 eV
Net charge: -1
Expectation value of S²: 0.782

2.
# C47H55AsF7N3O2P2Pt

A molecular structure, C47H55AsF7N3O2P2Pt at a distorted geometry (ωB97M-V/def2-TZVPD, the OMol25 dataset).

```
118
Properties=species:S:1:pos:R:3:forces:R:3:lowdin_spin:R:1
Pt -0.798214 0.104587 0.200272 2.57 -1.07 0.62 0.1431
C 0.122978 -3.857849 -2.118467 -0.14 0.02 -0.14 0.0009
C -0.940466 -3.669172 -1.041328 1.08 0.43 0.37 0.0209
C -0.364417 -4.031783 0.324474 -0.10 0.02 0.00 0.0012
P -1.626124 -1.922791 -0.964539 -1.74 0.53 -0.82 0.1258
C -2.400635 -1.673237 -2.631940 0.17 0.32 0.14 0.0272
C -1.317774 -1.258924 -3.653991 0.08 -0.14 0.04 0.0021
C -3.533848 -0.647463 -2.514286 -0.15 -0.15 0.11 -0.0002
C -2.991687 -2.284204 0.174675 0.14 0.22 0.23 0.0859
C -4.102382 -2.998816 -0.231775 -0.08 -0.05 0.06 -0.0009
C -5.005022 -3.535660 0.684330 0.21 -0.02 0.00 0.0879
C -6.238577 -4.245399 0.228208 -0.07 0.00 0.06 0.0161
C -4.663546 -3.460203 2.038254 -0.04 -0.03 -0.18 -0.0113
C -3.550982 -2.772447 2.462076 0.29 0.20 0.13 0.0723
C -2.749620 -2.048318 1.547711 -0.84 -0.65 -0.25 0.0051
N -1.715436 -1.225888 1.883194 0.92 1.69 -1.49 0.2726
C -1.352779 -0.813103 3.120467 0.11 0.14 0.61 0.0639
C -2.219598 -0.763435 4.240385 -0.14 -0.22 -0.15 0.1024
C -1.761608 -0.394191 5.477180 0.14 -0.05 0.06 -0.0064
C -0.445353 0.033229 5.667289 -0.07 -0.06 -0.11 0.1368
C 0.028001 0.535374 6.984672 -0.08 0.12 0.02 0.0251
C 0.392152 0.085255 4.546596 -0.10 -0.05 -0.13 0.0030
C -0.031040 -0.323371 3.305389 0.14 0.17 0.05 0.0824
P 1.065002 -0.264189 1.862845 0.24 0.29 0.77 -0.0956
C 2.225767 -1.720534 2.132982 -0.11 -0.05 -0.39 -0.0160
C 3.556675 -1.558469 1.397342 -0.10 0.10 -0.12 -0.0003
C 2.444109 -2.072895 3.604782 -0.14 0.06 0.01 -0.0071
C 2.057037 1.307580 1.882729 -0.26 -0.09 -0.14 -0.0043
C 3.040985 1.523592 3.036809 0.03 -0.12 -0.03 -0.0041
C 1.085655 2.482049 1.778668 -0.07 -0.12 0.00 0.0082
H 0.524924 -4.869005 -2.044989 -0.04 -0.04 -0.01 0.0002
H 0.935068 -3.152647 -1.962322 0.02 -0.12 -0.09 0.0001
H -0.282349 -3.729781 -3.119180 0.02 -0.03 -0.05 0.0000
H -1.817791 -4.287944 -1.258011 -0.17 0.32 0.01 0.0042
H 0.447191 -3.341268 0.539249 0.06 -0.10 0.05 0.0003
H 0.035157 -5.045048 0.309698 -0.01 -0.03 -0.03 -0.0001
H -1.108525 -3.967673 1.116565 0.02 -0.07 0.05 0.0004
H -2.815233 -2.640173 -2.935114 0.05 0.00 0.09 0.0056
H -0.411707 -0.890383 -3.166832 0.05 0.09 -0.13 0.0007
H -1.691707 -0.480005 -4.316171 -0.01 0.07 0.04 -0.0001
H -1.026005 -2.094638 -4.285767 0.04 -0.01 0.02 0.0000
H -3.263973 0.184963 -1.865252 -0.07 -0.04 -0.05 -0.0010
H -4.432457 -1.104248 -2.105472 -0.05 0.06 0.01 -0.0002
H -3.782345 -0.239629 -3.493444 0.03 -0.02 -0.04 0.0000
H -4.273064 -3.172949 -1.286442 -0.02 0.00 -0.03 -0.0012
H -6.294725 -4.284022 -0.857176 -0.02 -0.03 -0.02 -0.0002
H -7.126436 -3.730541 0.597374 -0.04 0.00 -0.01 0.0054
H -6.269077 -5.262361 0.619687 -0.02 -0.03 -0.01 0.0045
H -5.278370 -3.971442 2.768039 0.00 0.01 0.03 -0.0021
H -3.275473 -2.812735 3.503599 -0.06 0.04 0.02 0.0044
H -3.279460 -0.902458 4.095184 0.02 -0.06 0.03 0.0026
H -2.449902 -0.366418 6.310845 -0.05 0.08 -0.03 -0.0020
H -0.451193 0.011406 7.809016 0.04 -0.04 0.04 0.0027
H -0.247958 1.591208 7.059728 0.01 0.02 0.01 0.0113
H 1.110036 0.466509 7.075589 0.02 -0.04 0.05 0.0019
H 1.391873 0.469628 4.673295 0.05 -0.05 0.04 -0.0018
H 1.696691 -2.557440 1.675251 0.02 0.04 0.00 -0.0010
H 4.102767 -0.669724 1.708464 0.05 -0.01 0.07 0.0000
H 3.395941 -1.512631 0.325717 0.09 0.03 -0.04 -0.0001
H 4.179238 -2.429523 1.601606 0.02 0.00 0.05 -0.0002
H 2.965873 -1.287769 4.149104 0.01 0.00 0.04 0.0000
H 3.060732 -2.971268 3.647247 0.04 0.00 -0.04 -0.0017
H 1.508780 -2.287276 4.115965 0.03 -0.02 0.06 0.0000
H 2.626163 1.231075 0.947185 -0.02 -0.06 0.02 -0.0006
H 2.536653 1.967397 3.893224 0.00 -0.01 0.02 0.0000
H 3.801043 2.233796 2.709731 -0.01 0.02 -0.01 -0.0003
H 3.553828 0.616453 3.350248 0.03 0.03 0.04 0.0000
H 0.454453 2.545761 2.665601 -0.01 0.03 -0.04 0.0000
H 0.442739 2.380991 0.899503 0.01 0.18 0.03 0.0047
H 1.630127 3.420960 1.681989 0.05 -0.01 -0.05 0.0003
O 1.416920 -1.504987 -0.749868 0.17 0.07 -0.13 -0.0166
C 1.698227 -0.445801 -1.317885 0.38 -0.20 -0.20 -0.0004
N 2.763744 -0.225779 -2.117044 0.06 0.23 -0.07 0.0007
C 2.674751 1.070713 -2.776072 -0.82 0.28 0.38 0.0001
C 1.462915 1.695920 -1.964220 0.59 0.70 -0.79 0.0007
O 1.087852 2.832128 -2.087539 0.08 -0.16 0.37 0.0003
N 0.969642 0.703997 -1.190842 -2.29 -1.44 2.02 0.0020
C 2.218603 0.914548 -4.231145 0.13 -0.24 -0.08 0.0001
C 1.350402 1.807405 -4.851882 -0.02 0.05 0.09 0.0000
C 0.955055 1.603213 -6.166364 -0.03 -0.07 -0.02 0.0000
C 1.411502 0.504254 -6.875240 -0.04 0.03 -0.03 0.0000
C 2.282583 -0.384653 -6.265985 0.05 -0.12 0.02 0.0000
C 2.684689 -0.181717 -4.956594 -0.04 0.21 -0.01 0.0001
C 3.893118 1.941527 -2.589914 0.33 0.03 0.08 0.0000
C 3.878239 3.254874 -3.058078 -0.01 -0.13 0.00 0.0000
C 4.978393 4.073429 -2.873976 0.03 -0.01 0.04 0.0000
C 6.112693 3.587798 -2.238098 -0.02 -0.03 0.04 0.0000
C 6.132340 2.283651 -1.770692 0.10 0.07 0.05 0.0000
C 5.022747 1.467226 -1.925568 -0.19 0.03 -0.21 0.0000
H 3.375739 -0.962894 -2.419005 -0.12 -0.12 0.03 0.0000
H 0.962861 2.656800 -4.307693 0.04 0.03 0.00 0.0000
H 0.274693 2.303911 -6.631139 0.00 0.03 -0.02 0.0000
H 1.092572 0.341003 -7.895205 0.00 0.01 -0.03 0.0000
H 2.652343 -1.245677 -6.805861 0.02 0.00 -0.05 0.0000
H 3.383974 -0.877967 -4.513283 0.01 -0.05 -0.01 0.0000
H 2.992735 3.641368 -3.539436 0.01 0.02 -0.07 0.0000
H 4.949985 5.096647 -3.221952 -0.01 0.01 -0.03 0.0000
H 6.972771 4.227444 -2.097634 0.03 0.01 -0.02 0.0000
H 7.015663 1.897075 -1.281281 0.02 0.00 0.04 0.0000
H 5.044750 0.457295 -1.538807 0.02 -0.01 0.02 0.0000
F -2.851839 5.224680 -2.582579 -0.06 0.01 0.01 0.0008
C -2.479189 4.109422 -1.944940 0.04 -0.14 0.17 0.0034
C -2.567425 4.047585 -0.567400 0.09 0.08 -0.48 -0.0070
C -2.132244 2.898568 0.077066 0.16 -0.57 1.01 -0.0142
C -1.648921 1.832116 -0.647765 -0.53 -0.53 -1.79 -0.1187
C -1.599403 1.897344 -2.039903 0.02 0.00 0.17 -0.0222
C -2.004999 3.044821 -2.692813 -0.13 0.05 0.03 -0.0073
H -2.963212 4.876713 0.000883 0.05 0.01 0.06 -0.0008
H -2.170912 2.880037 1.153600 -0.07 -0.07 -0.04 -0.0022
H -1.216507 1.077735 -2.628259 0.02 0.05 0.00 -0.0023
H -1.946767 3.122566 -3.769238 0.01 0.01 -0.04 -0.0011
F -1.858849 1.719309 2.829900 -0.30 0.53 0.37 0.0088
As -2.488599 3.029522 3.938545 0.64 -0.55 -0.58 -0.0001
F -3.817075 3.204382 2.837674 0.20 0.08 0.21 0.0000
F -3.352763 1.787974 4.795888 0.01 0.26 -0.02 -0.0005
F -3.040157 4.249934 4.988582 -0.05 0.00 0.03 0.0000
F -1.066048 2.718193 4.926093 -0.36 0.11 -0.10 0.0032
F -1.538345 4.157901 3.005459 -0.26 -0.20 0.12 0.0001
```
Forces are in eV/Å.

Output
HOMO level (alpha / beta): -10.9 / -11.0 eV
Largest force on an atom: 3.38 eV/A
Spin multiplicity: 2
HOMO-LUMO gap (alpha / beta): 5.22 / 5.45 eV
Electronic energy: -159878.9599 eV
Net charge: +1
Expectation value of S²: 1.184

- Look up the electronic energy of the first one.
  -138507.5562 eV

- Among the records above, which one has the highest expectation value of S²?
  C47H55AsF7N3O2P2Pt

- Which value of largest force on an atom does entry 2 give?
  3.38 eV/A